## one
A 2-piece molecular cluster, C5H13N overall, computed with wB97M-V/def2-TZVPD.

SMILES string = C=NC.CCC
HOMO level = -9.6 eV
frontier orbital gap = 10.609 eV

Each atom is followed by the atoms it is bonded to, with distances in Å.
CARTESIAN COORDINATES (ANGSTROEM)
1 C 2.13 -1.31 -0.37  N2 1.249, H4 1.054, H5 1.045
2 N 2.63 -0.17 -0.33  C1 1.249, C3 1.539
3 C 2.43 0.55 1.02  N2 1.539, H6 1.120, H7 1.171, H8 1.081
4 H 1.99 -1.64 -1.36  C1 1.054
5 H 1.95 -1.99 0.40  C1 1.045
6 H 3.08 0.16 1.84  C3 1.120
7 H 2.73 1.67 0.87  C3 1.171
8 H 1.42 0.57 1.40  C3 1.081
9 C -2.19 -0.14 1.09  C10 1.607, H12 1.126, H13 1.158, H14 1.087
10 C -2.75 0.37 -0.33  C9 1.607, C11 1.490, H15 1.209, H16 1.112
11 C -1.67 0.59 -1.34  C10 1.490, H17 1.097, H18 1.129, H19 1.093
12 H -1.59 0.67 1.58  C9 1.126
13 H -3.14 -0.35 1.73  C9 1.158
14 H -1.60 -1.06 1.06  C9 1.087
15 H -3.61 -0.44 -0.58  C10 1.209
16 H -3.32 1.28 -0.05  C10 1.112
17 H -1.84 1.29 -2.17  C11 1.097
18 H -1.33 -0.35 -1.88  C11 1.129
19 H -0.80 1.05 -0.89  C11 1.093

---

## two
C5H13N in the gas phase, computed with wB97M-V/def2-TZVPD.

SMILES string = CCN(C)CC
HOMO level = -8.4 eV
frontier orbital gap = 9.548 eV

Each atom is followed by the atoms it is bonded to, with distances in Å.
CARTESIAN COORDINATES (ANGSTROEM)
1 C -2.56 -0.16 -0.37  C2 1.535, H7 1.145, H8 1.138, H9 1.086
2 C -1.24 -0.62 0.26  C1 1.535, N3 1.455, H10 1.100, H11 1.135
3 N -0.04 0.07 -0.20  C2 1.455, C4 1.443, C5 1.470
4 C 0.11 1.47 0.13  N3 1.443, H12 1.147, H13 1.063, H14 1.092
5 C 1.14 -0.71 0.17  N3 1.470, C6 1.537, H15 1.153, H16 1.130
6 C 2.50 -0.18 -0.30  C5 1.537, H17 1.096, H18 1.137, H19 1.118
7 H -3.47 -0.65 0.13  C1 1.145
8 H -2.59 -0.28 -1.50  C1 1.138
9 H -2.69 0.87 -0.04  C1 1.086
10 H -1.37 -0.54 1.35  C2 1.100
11 H -1.04 -1.72 0.07  C2 1.135
12 H 0.14 1.60 1.27  C4 1.147
13 H 1.01 1.82 -0.32  C4 1.063
14 H -0.76 1.99 -0.28  C4 1.092
15 H 1.21 -0.94 1.30  C5 1.153
16 H 1.03 -1.73 -0.31  C5 1.130
17 H 2.46 0.09 -1.37  C6 1.096
18 H 3.20 -1.07 -0.24  C6 1.137
19 H 2.95 0.68 0.25  C6 1.118

---

## three
A 2-piece molecular cluster, C5H13N overall, computed with wB97M-V/def2-TZVPD.

SMILES string = C=CC.CCN
HOMO level = -9.3 eV
frontier orbital gap = 10.267 eV

Each atom is followed by the atoms it is bonded to, with distances in Å.
CARTESIAN COORDINATES (ANGSTROEM)
1 C 3.30 0.06 0.16  C2 1.336, H4 1.079, H5 1.087
2 C 4.50 0.31 0.68  C1 1.336, C3 1.505, H6 1.088
3 C 5.71 0.96 0.07  C2 1.505, H7 1.091, H8 1.096, H9 1.088
4 H 2.72 -0.78 0.53  C1 1.079
5 H 3.04 0.67 -0.70  C1 1.087
6 H 4.68 0.02 1.71  C2 1.088
7 H 6.49 0.20 0.08  C3 1.091
8 H 6.07 1.77 0.72  C3 1.096
9 H 5.58 1.36 -0.93  C3 1.088
10 C -3.57 -0.32 0.52  C11 1.528, H13 1.101, H14 1.081, H15 1.095
11 C -4.65 -1.00 -0.31  C10 1.528, N12 1.494, H16 1.078, H17 1.091
12 N -5.08 -0.21 -1.51  C11 1.494, H18 1.032, H19 1.031
13 H -3.46 -0.99 1.39  C10 1.101
14 H -3.75 0.67 0.92  C10 1.081
15 H -2.59 -0.28 0.03  C10 1.095
16 H -5.50 -1.16 0.34  C11 1.078
17 H -4.27 -1.99 -0.55  C11 1.091
18 H -4.20 -0.04 -2.02  N12 1.032
19 H -5.02 0.75 -1.15  N12 1.031

---

On energetic grounds, two is preferred over the next structure by 0.0341 hartree.

---

## one
A 2-piece molecular cluster, CH6N2S overall, computed with wB97M-V/def2-TZVPD.

HOMO level (spin up / spin down) = -8.7 / -8.4 eV
frontier orbital gap (spin up / spin down) = 7.905 / 7.918 eV

Each atom is followed by the atoms it is bonded to, with distances in Å.
CARTESIAN COORDINATES (ANGSTROEM)
1 C 1.80 0.08 -0.02  N3 1.368, H5 1.143, H6 1.018, H7 1.132
2 N -2.56 -0.94 -0.13  H8 1.019, H9 1.039
3 N 0.63 0.79 -0.09  C1 1.368, S4 1.631, H10 0.956
4 S -0.27 0.74 1.27  N3 1.631
5 H 2.56 0.54 -0.73  C1 1.143
6 H 2.08 0.15 0.96  C1 1.018
7 H 1.72 -1.04 -0.20  C1 1.132
8 H -2.53 -0.08 -0.68  N2 1.019
9 H -3.44 -0.93 0.42  N2 1.039
10 H 0.00 0.70 -0.80  N3 0.956

---

## two
A 2-piece molecular cluster, CH6N2S overall, computed with wB97M-V/def2-TZVPD.

HOMO level (spin up / spin down) = -9.6 / -7.8 eV
frontier orbital gap (spin up / spin down) = 9.656 / 7.467 eV

Each atom is followed by the atoms it is bonded to, with distances in Å.
CARTESIAN COORDINATES (ANGSTROEM)
1 C 1.01 -1.38 -0.15  S4 1.876, H5 1.077, H6 1.063, H7 1.046
2 N 1.19 1.21 -0.75  S4 1.545, H8 1.014
3 N -2.45 0.49 0.45  H9 1.077, H10 1.060
4 S 0.43 0.35 0.29  C1 1.876, N2 1.545
5 H 0.12 -1.87 -0.51  C1 1.077
6 H 1.57 -1.69 0.69  C1 1.063
7 H 1.58 -1.21 -1.01  C1 1.046
8 H 1.01 2.20 -0.62  N2 1.014
9 H -2.60 0.60 1.51  N3 1.077
10 H -1.87 1.31 0.11  N3 1.060

---

On energetic grounds, one is preferred over the next structure by 0.0059 hartree.

---

## one
C20H21N3O5 in the gas phase, computed with wB97M-V/def2-TZVPD.

SMILES string = COc1ccc(OC)c(/C=N/NC(=O)c2cc3c(OC)cc(OC)cc3[nH]2)c1
HOMO level = -7.6 eV
frontier orbital gap = 7.749 eV

Each atom is followed by the atoms it is bonded to, with distances in Å.
CARTESIAN COORDINATES (ANGSTROEM)
1 C 1.78 2.42 2.05  O2 1.408, H29 1.094, H30 1.089, H31 1.094
2 O 2.07 3.47 1.16  C1 1.408, C3 1.362
3 C 2.09 3.21 -0.17  O2 1.362, C4 1.396, C28 1.385
4 C 2.48 4.26 -1.00  C3 1.396, C5 1.380, H32 1.078
5 C 2.57 4.10 -2.37  C4 1.380, C6 1.391, H33 1.078
6 C 2.27 2.88 -2.96  C5 1.391, O7 1.365, C9 1.406
7 O 2.33 2.63 -4.30  C6 1.365, C8 1.407
8 C 2.73 3.67 -5.16  O7 1.407, H34 1.089, H35 1.095, H36 1.095
9 C 1.86 1.81 -2.13  C6 1.406, C10 1.447, C28 1.397
10 C 1.55 0.52 -2.71  C9 1.447, N11 1.274, H37 1.093
11 N 0.96 -0.37 -2.02  C10 1.274, N12 1.336
12 N 0.70 -1.57 -2.53  N11 1.336, C13 1.373, H38 1.024
13 C 0.08 -2.57 -1.83  N12 1.373, O14 1.222, C15 1.456
14 O 0.06 -3.71 -2.27  C13 1.222
15 C -0.55 -2.21 -0.56  C13 1.456, C16 1.375, N27 1.374
16 C -0.94 -1.00 -0.03  C15 1.375, C17 1.418, H39 1.069
17 C -1.56 -1.26 1.21  C16 1.418, C18 1.412, C26 1.423
18 C -2.15 -0.49 2.24  C17 1.412, O19 1.362, C21 1.380
19 O -2.31 0.86 2.25  C18 1.362, C20 1.408
20 C -2.20 1.58 1.04  O19 1.408, H40 1.090, H41 1.094, H42 1.093
21 C -2.61 -1.15 3.36  C18 1.380, C22 1.404, H43 1.077
22 C -2.53 -2.54 3.52  C21 1.404, O23 1.361, C25 1.382
23 O -3.03 -3.01 4.70  C22 1.361, C24 1.406
24 C -3.00 -4.39 4.93  O23 1.406, H44 1.089, H45 1.095, H46 1.095
25 C -1.98 -3.33 2.53  C22 1.382, C26 1.392, H47 1.077
26 C -1.51 -2.67 1.39  C17 1.423, C25 1.392, N27 1.354
27 N -0.91 -3.21 0.30  C15 1.374, C26 1.354, H48 1.007
28 C 1.78 1.99 -0.75  C3 1.385, C9 1.397, H49 1.077
29 H 2.49 1.59 1.93  C1 1.094
30 H 1.89 2.84 3.05  C1 1.089
31 H 0.76 2.04 1.93  C1 1.094
32 H 2.72 5.21 -0.55  C4 1.078
33 H 2.88 4.94 -2.97  C5 1.078
34 H 2.71 3.24 -6.16  C8 1.089
35 H 3.75 4.01 -4.93  C8 1.095
36 H 2.05 4.52 -5.11  C8 1.095
37 H 1.83 0.36 -3.76  C10 1.093
38 H 1.06 -1.83 -3.46  N12 1.024
39 H -0.79 -0.06 -0.52  C16 1.069
40 H -2.63 2.57 1.26  C20 1.090
41 H -1.16 1.71 0.73  C20 1.094
42 H -2.78 1.11 0.24  C20 1.093
43 H -3.05 -0.57 4.16  C21 1.077
44 H -3.45 -4.54 5.92  C24 1.089
45 H -3.59 -4.94 4.19  C24 1.095
46 H -1.98 -4.78 4.94  C24 1.095
47 H -1.91 -4.40 2.60  C25 1.077
48 H -0.75 -4.19 0.11  N27 1.007
49 H 1.48 1.14 -0.17  C28 1.077

---

## two
C20H21N3O5 in the gas phase, computed with wB97M-V/def2-TZVPD.

SMILES string = O=C(NCC(=O)N1CCN(c2ccccc2O)CC1)c1ccc2c(c1)OCO2
HOMO level = -8.0 eV
frontier orbital gap = 8.626 eV

Each atom is followed by the atoms it is bonded to, with distances in Å.
CARTESIAN COORDINATES (ANGSTROEM)
1 O -2.96 -2.56 0.11  C2 1.219
2 C -3.29 -1.42 0.39  O1 1.219, N3 1.351, C20 1.492
3 N -2.47 -0.59 1.07  C2 1.351, C4 1.439, H29 1.012
4 C -1.10 -0.92 1.33  N3 1.439, C5 1.528, H30 1.098, H31 1.095
5 C -0.28 0.37 1.25  C4 1.528, O6 1.220, N7 1.344
6 O -0.84 1.44 1.08  C5 1.220
7 N 1.05 0.26 1.41  C5 1.344, C8 1.443, C19 1.450
8 C 1.82 -0.96 1.52  N7 1.443, C9 1.536, H32 1.096, H33 1.087
9 C 2.72 -1.12 0.28  C8 1.536, N10 1.444, H34 1.103, H35 1.091
10 N 3.57 0.04 0.18  C9 1.444, C11 1.395, C18 1.450
11 C 4.79 -0.06 -0.50  N10 1.395, C12 1.393, C16 1.409
12 C 5.08 -1.12 -1.35  C11 1.393, C13 1.384, H36 1.079
13 C 6.32 -1.25 -1.96  C12 1.384, C14 1.380, H37 1.079
14 C 7.30 -0.30 -1.74  C13 1.380, C15 1.385, H38 1.079
15 C 7.03 0.77 -0.90  C14 1.385, C16 1.384, H39 1.083
16 C 5.80 0.89 -0.27  C11 1.409, C15 1.384, O17 1.371
17 O 5.55 1.94 0.58  C16 1.371, H40 0.965
18 C 2.80 1.26 0.05  N10 1.450, C19 1.528, H41 1.103, H42 1.087
19 C 1.90 1.43 1.27  N7 1.450, C18 1.528, H43 1.094, H44 1.090
20 C -4.63 -0.86 0.04  C2 1.492, C21 1.390, C25 1.402
21 C -5.68 -1.76 -0.09  C20 1.390, C22 1.390, H45 1.079
22 C -6.97 -1.35 -0.42  C21 1.390, C23 1.374, H46 1.077
23 C -7.15 -0.01 -0.63  C22 1.374, C24 1.398, O28 1.367
24 C -6.09 0.90 -0.53  C23 1.398, C25 1.372, O26 1.370
25 C -4.82 0.51 -0.20  C20 1.402, C24 1.372, H47 1.078
26 O -6.55 2.16 -0.81  C24 1.370, C27 1.411
27 C -7.93 2.02 -1.09  O26 1.411, O28 1.412, H48 1.102, H49 1.102
28 O -8.29 0.66 -0.97  C23 1.367, C27 1.412
29 H -2.69 0.40 1.18  N3 1.012
30 H -0.99 -1.36 2.34  C4 1.098
31 H -0.78 -1.66 0.59  C4 1.095
32 H 2.46 -0.87 2.41  C8 1.096
33 H 1.18 -1.82 1.63  C8 1.087
34 H 2.08 -1.24 -0.61  C9 1.103
35 H 3.33 -2.01 0.41  C9 1.091
36 H 4.32 -1.86 -1.56  C12 1.079
37 H 6.51 -2.08 -2.62  C13 1.079
38 H 8.27 -0.38 -2.21  C14 1.079
39 H 7.79 1.51 -0.70  C15 1.083
40 H 6.36 2.47 0.66  O17 0.965
41 H 2.17 1.23 -0.86  C18 1.103
42 H 3.47 2.11 -0.02  C18 1.087
43 H 2.52 1.53 2.17  C19 1.094
44 H 1.25 2.30 1.16  C19 1.090
45 H -5.47 -2.81 0.08  C21 1.079
46 H -7.78 -2.05 -0.50  C22 1.077
47 H -4.03 1.23 -0.15  C25 1.078
48 H -8.51 2.62 -0.38  C27 1.102
49 H -8.14 2.37 -2.12  C27 1.102

---

On energetic grounds, two is preferred over the next structure by 0.0762 hartree.